{"formula": "C19H60BO19P", "method": "ωB97M-V/def2-TZVPD", "symbols": ["C", "P", "C", "C", "C", "O", "B", "O", "O", "C", "O", "O", "C", "O", "H", "H", "H", "H", "H", "H", "H", "H", "C", "O", "H", "H", "H", "H", "C", "O", "H", "H", "H", "H", "C", "O", "H", "H", "H", "H", "C", "O", "H", "H", "H", "H", "C", "O", "H", "H", "H", "H", "C", "O", "H", "H", "H", "H", "C", "O", "H", "H", "H", "H", "C", "O", "H", "H", "H", "H", "C", "O", "H", "H", "H", "H", "C", "O", "H", "H", "H", "H", "C", "O", "H", "H", "H", "H", "C", "O", "H", "H", "H", "H", "C", "O", "H", "H", "H", "H"], "xyz": [[0.067964, -0.080571, 1.639662], [0.575124, 1.222093, 0.440685], [-0.898965, 2.050682, -0.316822], [1.629801, 2.492814, 1.217145], [1.803786, 2.884113, 2.491961], [1.134093, 2.326370, 3.557628], [-0.046410, 3.095057, 3.678486], [-1.270939, 2.637032, 3.251946], [0.033029, 4.387759, 4.234453], [2.794903, 4.043214, 2.555575], [2.899621, 4.893516, 3.312400], [3.537167, 3.841554, 1.376095], [2.564663, 3.457620, 0.487786], [2.378277, 3.796219, -0.611640], [0.647599, -0.074929, 2.573528], [0.177411, -1.083441, 1.206525], [-0.993036, 0.023759, 1.921627], [-1.520533, 1.250417, -0.738298], [-0.527623, 2.698942, -1.121363], [-1.459300, 2.672162, 0.397881], [-1.714855, 3.394854, 2.846557], [0.223460, 4.976499, 3.487825], [5.743789, 2.846519, -1.828907], [5.365183, 3.862996, -0.905439], [6.814346, 2.677329, -1.733069], [5.211712, 1.916443, -1.607988], [5.520636, 3.162621, -2.851322], [4.415340, 3.999965, -1.006972], [-4.493120, -0.361809, 0.608332], [-3.999074, -0.305488, -0.732552], [-4.082193, -1.242954, 1.093557], [-4.183778, 0.529806, 1.157741], [-5.583664, -0.431655, 0.595499], [-4.373907, 0.481396, -1.143843], [2.893293, 2.308537, -3.716960], [1.745813, 2.184420, -4.551941], [3.141443, 1.326615, -3.318044], [3.737615, 2.685188, -4.302799], [2.679793, 2.990544, -2.891448], [1.546371, 3.063264, -4.894021], [2.012015, -0.969025, -5.244674], [2.884761, -1.279115, -4.159080], [1.041624, -0.694715, -4.839427], [2.410932, -0.129145, -5.815812], [1.899676, -1.841961, -5.894628], [3.737928, -1.517884, -4.534568], [0.999793, -2.483923, -1.632453], [0.682514, -2.576520, -0.248303], [1.159456, -1.438715, -1.886807], [1.912476, -3.047141, -1.842405], [0.173009, -2.877797, -2.230773], [0.545860, -3.507913, -0.049342], [3.276535, 6.006237, -4.089182], [2.950788, 5.650254, -5.430745], [2.452880, 5.709698, -3.443294], [4.184915, 5.483434, -3.778149], [3.425113, 7.085696, -4.008869], [3.688279, 5.917295, -5.988178], [-5.999829, -2.559940, -2.531176], [-6.361699, -2.169091, -1.213628], [-6.637835, -3.388859, -2.831302], [-6.142164, -1.728125, -3.225657], [-4.954960, -2.882019, -2.555918], [-5.785963, -1.434973, -0.966771], [4.865721, 0.454524, 2.138993], [4.123340, 1.221168, 1.191505], [4.262512, -0.403305, 2.431155], [5.797876, 0.101921, 1.690274], [5.087273, 1.057330, 3.020160], [4.675447, 1.972203, 0.942584], [-5.486342, -3.827617, 1.788929], [-5.890796, -2.833423, 2.743488], [-4.414336, -3.994565, 1.887935], [-6.014844, -4.758984, 1.982131], [-5.706786, -3.476384, 0.777870], [-6.838028, -2.706253, 2.634847], [-1.482640, -5.042581, -1.475234], [-1.879596, -4.070635, -0.513415], [-0.416935, -5.233475, -1.361929], [-2.030531, -5.975893, -1.319885], [-1.674800, -4.665964, -2.483502], [-2.822513, -3.918866, -0.636671], [-3.531548, -3.315915, 5.593221], [-3.986182, -4.118957, 4.514743], [-3.042686, -3.961230, 6.320633], [-2.813724, -2.571771, 5.236372], [-4.376234, -2.812132, 6.072044], [-4.417100, -3.530676, 3.879856], [-5.788900, -7.295797, -0.496968], [-6.338085, -6.803645, 0.720174], [-5.772814, -6.481687, -1.218734], [-4.768129, -7.652199, -0.334459], [-6.404144, -8.109782, -0.888397], [-6.345450, -7.533673, 1.347850], [6.118976, 4.134653, 4.723933], [5.664127, 3.315966, 3.651404], [6.604577, 3.497025, 5.459236], [6.837338, 4.871844, 4.357221], [5.274013, 4.645384, 5.192286], [5.241005, 3.898164, 3.012027]], "forces_ev_per_angstrom": [[-0.78, 0.20, 0.88], [1.24, -0.99, -1.51], [0.29, 0.41, 0.77], [-0.20, 1.37, 0.99], [-0.42, -0.85, 0.07], [-0.41, 0.93, -0.08], [-0.18, 0.45, 0.77], [0.85, -0.09, -0.54], [-0.04, -0.56, -1.19], [-1.43, -5.05, -1.73], [1.09, 3.13, 2.35], [0.25, 2.53, -0.54], [-1.94, -3.40, 2.04], [0.99, 1.46, -2.56], [-0.06, 0.29, -0.32], [0.18, 0.57, -0.32], [0.32, 0.15, 0.03], [0.11, 0.24, 0.14], [-0.09, -0.27, 0.14], [-0.10, -0.30, -0.25], [-0.44, -0.20, 0.56], [0.15, 0.40, 0.61], [-0.26, 0.16, 0.09], [0.13, -0.16, 0.01], [-0.01, 0.05, 0.05], [0.07, -0.09, -0.14], [0.09, -0.14, -0.05], [0.05, 0.13, -0.04], [0.06, 0.31, -0.07], [-0.14, -0.10, -0.12], [0.00, -0.01, -0.09], [-0.08, -0.07, 0.14], [-0.01, 0.03, 0.37], [0.15, -0.02, -0.01], [-0.14, 0.21, -0.20], [-0.08, -0.01, -0.02], [-0.11, -0.03, -0.06], [0.08, -0.01, 0.12], [0.18, -0.04, 0.08], [0.05, -0.08, -0.02], [0.36, -0.15, -0.08], [-0.05, -0.02, 0.06], [0.07, 0.04, 0.08], [-0.21, 0.04, -0.07], [-0.12, 0.06, -0.07], [-0.05, 0.02, 0.09], [-0.04, -0.22, 0.18], [0.24, 0.00, -0.02], [0.04, -0.01, 0.10], [0.00, 0.11, -0.22], [0.06, 0.06, -0.14], [-0.18, 0.14, 0.10], [0.23, 0.00, -0.28], [-0.13, -0.07, 0.05], [-0.01, -0.03, -0.07], [-0.03, 0.08, 0.22], [0.01, -0.01, 0.16], [-0.10, -0.06, -0.01], [0.10, 0.20, 0.25], [-0.16, -0.03, -0.01], [-0.03, 0.03, 0.06], [0.05, -0.11, -0.15], [0.00, -0.01, -0.17], [0.09, -0.22, -0.20], [0.02, 0.13, -0.08], [0.28, -0.22, -0.12], [-0.05, 0.03, -0.11], [0.02, -0.10, 0.11], [0.08, -0.08, 0.05], [0.07, -0.10, 0.03], [-0.42, 0.09, -0.15], [0.26, 0.13, -0.13], [-0.02, 0.05, 0.09], [0.15, -0.08, -0.14], [0.04, -0.15, -0.04], [0.08, 0.01, 0.12], [-0.45, 0.20, 0.08], [0.02, -0.19, -0.05], [-0.02, 0.04, 0.04], [0.12, -0.10, -0.11], [0.12, -0.17, -0.09], [0.08, 0.09, 0.10], [-0.18, 0.00, -0.33], [0.19, 0.00, 0.01], [-0.01, -0.03, -0.04], [0.04, 0.06, 0.18], [0.10, 0.08, 0.12], [-0.17, -0.10, 0.31], [-0.04, -0.14, 0.29], [-0.01, -0.05, -0.08], [-0.04, 0.03, 0.07], [0.02, -0.02, -0.16], [0.09, 0.00, -0.15], [-0.02, 0.12, 0.01], [-0.17, 0.08, -0.22], [-0.01, -0.03, 0.01], [-0.02, -0.05, -0.06], [0.03, 0.04, 0.14], [0.09, 0.06, 0.10], [0.18, -0.03, -0.03]], "mulliken_charge": [-0.87, 0.72, -1.00, -0.67, 1.57, -0.57, 0.58, -0.46, -0.57, -0.14, -0.43, -0.19, 0.32, -0.68, 0.33, 0.22, 0.31, 0.27, 0.31, 0.26, 0.28, 0.32, -0.49, -0.50, 0.32, 0.20, 0.18, 0.24, -0.57, -0.60, 0.13, 0.28, 0.42, 0.31, -0.36, -0.56, 0.33, 0.35, 0.03, 0.27, -0.60, -0.45, 0.20, 0.29, 0.32, 0.24, -0.47, -0.41, 0.12, 0.31, 0.23, 0.20, -0.38, -0.53, 0.08, 0.18, 0.39, 0.29, -0.56, -0.50, 0.25, 0.31, 0.16, 0.34, -0.80, -0.19, 0.26, 0.28, 0.28, 0.20, -0.43, -0.59, 0.14, 0.35, 0.26, 0.29, -0.71, -0.35, 0.24, 0.29, 0.32, 0.20, -0.53, -0.49, 0.22, 0.20, 0.24, 0.37, -0.48, -0.47, 0.15, 0.25, 0.29, 0.28, -0.62, -0.34, 0.24, 0.27, 0.25, 0.25], "multiplicity": 1, "orbital_gap_ev": 7.54, "homo_energy_ev": -7.7, "energy_ev": -69539.3753, "lumo_ha": -0.006, "charge": 0}